Molecular formula: C21H39BeBrCaCl3KN3O8P
Method: DFT, the ωB97M-V functional and the def2-TZVPD basis

The geometry in XYZ format:
```
79
C21H39BeBrCaCl3KN3O8P (the ωB97M-V functional and the def2-TZVPD basis)
C 2.7025 2.2479 3.7408
C 1.5279 1.6847 2.7883
C 2.2216 0.7560 1.6329
C 1.1101 0.5498 0.4838
C 1.7371 0.3554 -1.0111
C 3.0515 -0.5495 -0.9459
N 4.1460 -1.0166 -0.6830
C 1.8945 1.7330 -1.8285
C 1.8881 1.4846 -3.4344
N 1.7383 1.3048 -4.6290
P 3.3355 2.8320 -1.2850
O 3.0736 3.5547 0.0559
O 3.5033 4.0391 -2.5164
O 4.8421 2.0480 -1.1922
H 3.5160 2.6842 3.0453
H 2.3673 3.0438 4.4922
H 3.1854 1.3696 4.3127
H 0.7785 1.0387 3.4095
H 0.9956 2.5298 2.2109
H 2.4881 -0.2588 2.1318
H 3.1725 1.2928 1.2903
H 0.5826 -0.4657 0.7137
H 0.2649 1.3422 0.5085
H 0.9429 -0.2716 -1.5853
H 0.9267 2.3446 -1.6229
H 3.7698 3.5459 -3.3447
H 4.9173 1.2844 -1.8147
C 1.0857 -4.3178 -2.3811
C 0.8923 -3.4534 -1.1720
N 0.7384 -2.7661 -0.2105
H 2.0838 -4.7641 -2.3631
H 0.3393 -5.1150 -2.3910
H 0.9794 -3.7185 -3.2878
Be 0.5918 -2.5340 1.8224
O 2.5956 -6.7853 -3.7498
H 3.4246 -6.3079 -3.7822
C 4.4444 7.4331 -3.7902
Cl 6.0368 7.5268 -3.0238
Cl 4.0604 8.9512 -4.6137
Cl 4.3791 6.0765 -4.9252
H 3.6996 7.2665 -3.0134
C -2.1702 -2.1675 2.0894
C -3.4198 -3.0220 1.9213
C -4.7158 -2.2060 1.9691
C -4.9775 -1.4810 3.2963
C -5.0273 -2.3901 4.5212
C -6.1622 -3.4061 4.4567
H -2.1537 -1.6644 3.0584
H -1.2726 -2.7905 2.0306
H -2.1101 -1.4085 1.3012
H -3.4318 -3.8066 2.6776
H -3.3641 -3.5311 0.9528
H -5.5572 -2.8671 1.7435
H -4.6952 -1.4616 1.1631
H -5.9239 -0.9394 3.2140
H -4.2037 -0.7136 3.4526
H -5.1720 -1.7672 5.4068
H -4.0678 -2.9076 4.6597
H -7.1309 -2.9059 4.3749
H -6.1719 -4.0178 5.3628
H -6.0532 -4.0829 3.6033
Br -2.7640 -1.9121 5.9844
C -5.9835 -3.6892 8.6430
O -6.8359 -3.8294 9.5506
O -5.5448 -4.8764 8.1880
O -5.5095 -2.6599 8.1284
H -6.1218 -5.3757 8.8070
C 2.7638 4.4496 -9.7353
C 3.0285 4.0970 -8.2961
O 4.0032 4.5306 -7.7075
C 2.0422 3.1881 -7.6125
H 3.5549 5.1103 -10.0976
H 2.7581 3.5434 -10.3451
H 1.8072 4.9696 -9.8208
H 2.0044 2.2258 -8.1277
H 1.0534 3.6522 -7.6036
H 2.3594 3.0205 -6.5810
K -2.5395 -4.7952 3.7342
Ca -2.3261 -0.1086 3.5941
```

Computed properties:
Total energy: -195294.0049 eV
HOMO energy: -12.090 eV
Charge: +2
Lowest unoccupied orbital energy: -11.25 eV
Orbital gap: 0.84 eV

These are the Löwdin partial charges, in e, on atoms 1 to 4: -0.108, -0.260, -0.217, -0.191